The following is a quantum chemistry calculation of a cluster of 2 separate species, C3H10OS in total, from OMol25.

Its multiplicity is 1. Its total energy is -16155.346 eV. The calculation puts the largest force on an atom at 0.789 eV/A. The SMILES is CCO.CS.

Geometry (Å):
C (-1.25684, 1.66062, 1.67595)
S (-2.19578, 2.74078, 2.76534)
H (-1.54166, 1.82069, 0.63957)
H (-0.19297, 1.69404, 1.87926)
H (-1.55177, 0.62726, 1.85936)
H (-1.99735, 3.87315, 2.08030)
C (0.62651, -1.81734, -0.82858)
O (0.03190, -0.76058, -0.07925)
C (1.41574, -1.30133, -2.00439)
H (1.26475, -2.43083, -0.18785)
H (-0.20724, -2.43881, -1.13741)
H (0.73387, -0.16618, 0.22392)
H (2.07831, -0.49234, -1.68294)
H (2.05049, -2.08339, -2.42717)
H (0.74206, -0.92575, -2.77612)

Atoms 1-6, force components in eV/Å:
C -0.310 -0.716 -0.117
S -0.129 0.077 0.153
H 0.396 0.227 -0.051
H 0.166 0.322 -0.278
H -0.156 0.071 0.263
H 0.033 0.014 0.026

The following is a quantum chemistry calculation of a cluster of 2 separate species, C3H10OS2 in total in a non-equilibrium geometry, from OMol25.

Its multiplicity is 2. Its total energy is -26989.775 eV. Its total charge is -1. The calculation puts the largest force on an atom at 4.014 eV/A.

Geometry (Å):
C (-1.71726, 1.63469, 0.07827)
C (-0.86378, 2.64187, 0.89790)
C (-0.81045, 0.48981, -0.32834)
S (-1.40929, -1.21201, -0.05457)
S (-0.00904, -2.24707, -1.36184)
H (-2.66780, 1.39861, 0.53818)
H (-2.09568, 2.25344, -0.88269)
H (-0.31171, 2.09865, 1.65205)
H (-1.51184, 3.38701, 1.39091)
H (-0.17335, 2.99113, 0.18572)
H (-0.56724, 0.59014, -1.44832)
H (0.14900, 0.47057, 0.21372)
H (0.73886, -1.15157, -1.72594)
H (3.02554, -4.15001, 0.18508)
H (4.21753, -4.77225, 0.75935)
O (4.00652, -4.42299, -0.09947)

Atoms 1-6, force components in eV/Å:
C -0.385 2.324 -1.605
C -1.956 -1.087 0.466
C 0.453 -1.094 -1.720
S -2.784 1.907 2.174
S 2.868 -0.981 -2.386
H 0.164 -0.614 0.452

The following is a quantum chemistry calculation of a cluster of 2 separate species, C3H10OS2 in total in a non-equilibrium geometry, from OMol25.

Its multiplicity is 2. Its total energy is -26980.374 eV. Its total charge is +1. The calculation puts the largest force on an atom at 3.349 eV/A.

Geometry (Å):
C (-1.58654, 0.86374, -2.50592)
S (-2.23173, 0.86308, -0.60903)
S (-2.09415, -0.93490, 0.32132)
H (-0.56190, 0.60435, -2.22495)
H (-1.59556, 1.94190, -2.69209)
H (-2.11125, 0.15776, -3.12839)
H (-0.81045, -0.35881, 0.03782)
C (1.62709, -0.83207, 1.08968)
O (1.65249, -0.43365, -0.31973)
C (0.95031, 0.21891, 1.94493)
H (1.05201, -1.75966, 1.07363)
H (2.65160, -1.00580, 1.38795)
H (1.06493, -1.00489, -0.81103)
H (0.13712, 0.74123, 1.41743)
H (0.41723, -0.23904, 2.79380)
H (1.43880, 1.17785, 2.22458)

Atoms 1-6, force components in eV/Å:
C 0.820 0.226 3.239
S -1.366 0.705 -1.689
S 1.415 1.285 -1.008
H 0.125 -0.264 -0.823
H -0.468 -0.331 -0.315
H -0.256 0.008 -0.032

The following is a quantum chemistry calculation of a cluster of 2 separate species, C3H10OSi in total in a non-equilibrium geometry, from OMol25.

Its multiplicity is 1. Its total energy is -13194.686 eV. The calculation puts the largest force on an atom at 3.484 eV/A.

Geometry (Å):
C (0.78605, 1.33036, -0.80088)
C (-2.64621, 1.50822, 0.97065)
C (1.72499, -2.28900, -0.76718)
O (1.02817, 0.48974, 0.14433)
Si (1.09667, -1.09606, 0.57634)
H (0.02754, 2.02906, -0.37857)
H (0.53349, 0.74587, -1.70507)
H (-1.84699, 1.00746, 0.44400)
H (-2.35365, 2.47924, 0.86759)
H (-3.44879, 1.16970, 0.31465)
H (-2.66189, 1.32635, 2.02920)
H (2.24518, -1.67139, -1.54864)
H (2.39925, -3.11565, -0.37246)
H (0.90157, -2.72473, -1.40106)
H (2.21462, -1.18916, 1.62709)

Atoms 1-6, force components in eV/Å:
C -2.551 0.241 -1.182
C 0.269 -2.225 -0.977
C -0.277 -0.148 -1.397
O 1.586 -1.704 2.593
Si 1.124 -1.046 0.584
H 0.799 0.423 -1.152

The following is a quantum chemistry calculation of a cluster of 2 separate species, C3H10P2 in total in a non-equilibrium geometry, from OMol25.

Its multiplicity is 1. Its total energy is -21847.624 eV. The calculation puts the largest force on an atom at 3.780 eV/A. The SMILES is C=CP.CP.

Geometry (Å):
C (-1.97065, -0.83907, 0.42355)
C (2.41687, -0.57130, -0.46867)
C (1.66286, -0.23183, 0.56353)
P (-2.16205, 0.88634, -0.37175)
P (0.90332, 1.45140, 0.81925)
H (-1.00700, -0.72504, 0.98600)
H (-2.70736, -0.72356, 1.10762)
H (-2.24484, -1.61628, -0.23604)
H (2.61901, -0.06749, -1.36647)
H (2.65594, -1.55459, -0.60920)
H (1.43794, -0.92503, 1.32428)
H (-1.31144, 0.66467, -1.51345)
H (-3.45316, 0.52906, -1.13713)
H (0.92957, 1.58910, -0.59485)
H (2.23098, 2.13363, 1.07333)

Atoms 1-6, force components in eV/Å:
C 2.224 2.918 -0.909
C -1.416 0.362 0.550
C 0.176 1.604 -0.331
P -1.365 -1.260 -1.422
P 1.927 0.042 -0.280
H -0.718 -1.102 -0.849

The following is a quantum chemistry calculation of a cluster of 2 separate species, C3H10S in total in a non-equilibrium geometry, from OMol25.

Its multiplicity is 1. Its total energy is -14108.222 eV. The calculation puts the largest force on an atom at 1.206 eV/A. The SMILES is CCC.S.

Geometry (Å):
S (-5.67379, 2.94184, 0.45533)
H (-5.13290, 2.04350, 1.28283)
H (-5.79507, 3.84237, 1.42848)
C (2.42712, -0.80968, -1.20078)
C (1.36465, -1.40650, -0.28078)
C (0.67409, -0.37433, 0.57121)
H (2.98040, -1.58086, -1.73030)
H (3.12950, -0.21702, -0.60829)
H (1.98857, -0.08407, -1.88507)
H (1.87616, -2.12398, 0.38245)
H (0.67494, -2.05195, -0.83105)
H (0.05934, -0.78247, 1.37647)
H (1.39075, 0.30862, 1.04844)
H (0.03622, 0.29453, -0.00895)

Atoms 1-6, force components in eV/Å:
S -0.009 -0.082 -0.178
H 0.031 -0.056 0.040
H -0.021 0.137 0.138
C -0.243 0.412 0.382
C 0.754 -0.885 0.318
C -0.283 0.854 0.310

The following is a quantum chemistry calculation of a cluster of 2 separate species, C3H10S in total, from OMol25.

Its multiplicity is 1. Its total energy is -14108.090 eV. The calculation puts the largest force on an atom at 0.967 eV/A. The SMILES is CCC.S.

Geometry (Å):
S (2.71133, 3.64170, -2.37139)
H (2.88332, 3.99142, -1.08728)
H (3.59448, 2.65286, -2.16737)
C (-1.92732, -1.22484, 1.17759)
C (-0.83234, -1.39207, 0.13085)
C (0.18893, -0.24614, 0.12621)
H (-2.85148, -0.81121, 0.78204)
H (-2.16504, -2.18196, 1.60593)
H (-1.52207, -0.66244, 2.00405)
H (-0.24422, -2.30042, 0.27816)
H (-1.22903, -1.45785, -0.88823)
H (0.54676, -0.12205, 1.14258)
H (-0.21294, 0.67904, -0.28338)
H (1.05963, -0.56604, -0.44976)

Atoms 1-6, force components in eV/Å:
S 0.234 -0.141 0.346
H -0.187 0.190 -0.078
H -0.053 -0.055 -0.265
C 0.357 -0.523 -0.270
C 0.470 0.432 -0.726
C 0.027 -0.704 -0.022

The following is a quantum chemistry calculation of a cluster of 2 separate species, C3H10S in total in a non-equilibrium geometry, from OMol25.

Its multiplicity is 1. Its total energy is -14107.775 eV. The calculation puts the largest force on an atom at 1.850 eV/A. The SMILES is CC.CS.

Geometry (Å):
C (0.70392, 3.10303, -0.87072)
C (1.82088, 2.60790, 0.02152)
H (0.61754, 4.17956, -0.92680)
H (0.80765, 2.76149, -1.91114)
H (-0.29128, 2.65859, -0.77586)
H (1.57141, 1.76507, 0.66197)
H (2.20059, 3.37367, 0.69964)
H (2.67051, 2.25110, -0.56456)
C (-1.37345, -1.02933, -0.13559)
S (-0.60852, -2.51071, 0.58041)
H (0.40926, -2.55833, -0.26517)
H (-1.37281, -0.22056, 0.58638)
H (-2.39101, -1.26994, -0.44682)
H (-0.95829, -0.65500, -1.07036)

Atoms 1-6, force components in eV/Å:
C -0.759 -0.669 -1.549
C 0.511 -0.323 0.335
H -0.079 0.204 0.185
H 0.807 0.295 0.012
H -0.032 0.260 1.194
H -0.380 -0.081 -0.017

The following is a quantum chemistry calculation of a cluster of 2 separate species, C3H10S3 in total in a non-equilibrium geometry, from OMol25.

Its multiplicity is 1. Its total energy is -35776.900 eV. The calculation puts the largest force on an atom at 3.359 eV/A. The SMILES is CSC.CSS.

Geometry (Å):
C (2.15996, 1.53757, -3.45989)
S (1.06587, 1.52924, -2.03419)
S (-0.42505, 0.10195, -2.39636)
H (2.64282, 0.53010, -3.75020)
H (3.11419, 2.13272, -3.09758)
H (1.84011, 2.36170, -4.17861)
H (-1.28648, 0.32611, -3.39163)
C (-0.36688, -2.10313, 1.99198)
S (-2.02022, -1.57612, 2.48442)
C (-1.72012, 0.19742, 2.86917)
H (-0.47873, -2.99803, 1.48041)
H (0.19838, -2.49240, 2.93162)
H (0.28730, -1.39755, 1.25042)
H (-0.88133, 0.79286, 2.54676)
H (-2.56364, 0.84113, 2.82197)
H (-1.56618, 0.21643, 3.93169)

Atoms 1-6, force components in eV/Å:
C 2.929 1.639 0.145
S -0.791 -0.187 -0.632
S 0.847 -0.963 0.927
H -1.478 1.639 -0.111
H -1.617 -1.201 0.018
H -0.045 -2.063 0.073

The following is a quantum chemistry calculation of the molecule C3H10Si3 in a non-equilibrium geometry, from OMol25.

Its multiplicity is 1. Its total energy is -26900.623 eV. The calculation puts the largest force on an atom at 1.620 eV/A.

Geometry (Å):
C (-0.39767, 0.58504, 0.53862)
C (0.00731, -0.48265, 1.18766)
C (-0.61235, 0.14590, -0.89820)
Si (-0.65846, 2.37566, 1.07402)
Si (0.31754, -2.29598, 1.32234)
Si (0.71803, 0.01165, -2.18827)
H (-1.49138, -0.47084, -1.04112)
H (-2.05443, 2.69989, 0.77194)
H (0.21720, 3.22270, 0.26622)
H (-0.39659, 2.51853, 2.50887)
H (1.70256, -2.54369, 0.92507)
H (-0.58160, -3.12432, 0.51454)
H (0.12092, -2.63475, 2.73841)
H (0.03303, 0.44815, -3.41083)
H (1.22711, -1.34296, -2.42574)
H (1.84881, 0.88767, -1.88352)

Atoms 1-6, force components in eV/Å:
C 0.014 0.472 0.111
C -0.462 0.255 -1.356
C 0.720 -0.784 1.221
Si 0.006 -0.725 -0.027
Si -0.014 0.413 0.191
Si -0.475 0.227 0.149

The following is a quantum chemistry calculation of the molecule C3H11BrSi3 in a non-equilibrium geometry, from OMol25.

Its multiplicity is 1. Its total energy is -96963.972 eV. The calculation puts the largest force on an atom at 3.568 eV/A. The SMILES is Br[Si@H]1CCC[SiH2][SiH2]1.

Geometry (Å):
C (-0.28640, 1.53499, -0.49252)
C (-1.45364, 0.55304, -0.71421)
C (0.48481, 1.38985, 0.77340)
Si (-0.97114, -1.30040, -1.04560)
Si (0.52562, -2.10091, 0.60505)
Si (1.62826, -0.14363, 1.15204)
Br (3.31779, -0.02745, -0.41344)
H (0.45939, 1.70868, -1.34878)
H (-0.78022, 2.58566, -0.29446)
H (-2.12642, 0.46880, 0.25715)
H (-2.22951, 0.77091, -1.54745)
H (1.12413, 2.22650, 1.05055)
H (-0.20460, 1.43969, 1.69562)
H (-2.24513, -1.86401, -1.51854)
H (-0.45680, -1.68122, -2.36578)
H (0.01245, -2.31365, 1.94746)
H (1.03847, -3.40798, -0.16551)
H (2.16293, 0.16113, 2.42502)

Atoms 1-6, force components in eV/Å:
C -0.981 3.341 -0.777
C -1.263 -1.291 0.276
C 0.116 -1.707 3.122
Si -0.661 0.893 -0.037
Si -0.148 -1.142 -1.388
Si -0.297 1.079 -2.804

The following is a quantum chemistry calculation of a cluster of 2 separate species, C3H11ClN2Si in total in a non-equilibrium geometry, from OMol25.

Its multiplicity is 3. Its total energy is -26664.830 eV. The calculation puts the largest force on an atom at 4.140 eV/A.

Geometry (Å):
C (1.28592, 1.65743, 0.22989)
C (1.47790, -0.55964, -0.95397)
C (-1.56688, -0.10805, -1.06747)
N (0.65284, 0.69572, -0.70853)
N (-0.64358, 0.61590, -0.27221)
Si (-0.96796, -0.80583, 1.86472)
Cl (-1.81282, -2.50976, 1.35924)
H (0.86945, 2.64664, 0.06439)
H (0.89514, 1.23134, 1.20388)
H (2.42210, 1.63693, 0.22332)
H (1.24897, -0.94573, -2.06053)
H (2.49522, -0.29974, -0.62110)
H (1.20283, -1.48297, -0.41628)
H (-1.82213, 0.42300, -2.07371)
H (-1.24816, -1.24542, -1.39447)
H (-2.46390, -0.29845, -0.53204)
H (-2.08762, 0.08106, 2.20540)
H (0.06269, -0.73244, 2.94948)

Atoms 1-6, force components in eV/Å:
C 0.412 -1.548 1.206
C -1.418 -0.643 -2.042
C 1.097 -2.206 -3.327
N -0.337 -0.714 0.846
N 0.599 0.613 -1.418
Si 1.241 1.942 0.881

Record order is preserved below.
ΔE to the lowest compared entry with this formula, charge and spin: 50.18 188.85 253.06 384.77 156.17 11.04 23.81 54.20 187.15 188.93 26.87 82.23 kJ/mol